# 1
84
Properties=species:S:1:pos:R:3:mulliken_charge:R:1 method="wB97M-V/def2-TZVPD" charge=-1 orbital_gap_ev=6.04 multiplicity=1 e_lumo_ev=2.21
O 4.4854 -4.0908 0.9873 -0.1883
O 6.6455 -4.6174 1.0024 -0.3766
H 3.4520 6.6974 -3.1658 0.3083
Br -0.9881 -2.2643 -2.7340 -0.2461
H -3.3695 3.3452 -1.7630 -0.3419
C 5.2840 5.8593 -1.4009 -1.3763
O -1.7910 6.7776 -1.4859 -0.5233
H -1.1923 2.1773 -2.6289 0.4480
C 0.5195 -2.1833 -0.3922 0.2630
P -1.4578 2.5449 0.0412 0.2405
O -2.5246 -1.9511 0.0714 -0.3089
C 4.8230 -4.3584 2.3508 -0.5465
H 4.7550 6.5585 -4.3736 0.3014
C -2.6695 6.0148 -1.7013 0.5960
H -4.8945 -5.6903 3.2968 0.3202
H -0.3084 -2.7677 -0.0267 0.0767
O 4.0212 4.0818 -2.4511 -0.2957
H -4.7257 -2.7306 3.6577 0.3760
H 4.5073 -5.3752 2.5981 0.2982
C -4.7249 5.0465 -1.7041 0.4145
F -3.7296 0.3750 1.3766 -0.2272
C -3.6820 -2.9094 3.9138 -1.4943
C -0.5232 1.3258 -2.5209 -1.5719
O -2.6330 5.0481 -2.6460 -0.3005
H 0.5867 0.8470 -0.4234 0.2453
Br 1.3766 -1.3104 1.1342 -0.1487
H -6.3269 5.0342 -0.2660 0.3869
C -1.8591 -5.9381 4.0649 0.6354
O -3.8553 5.9804 -1.0387 -0.3856
C 7.0603 -5.0579 3.3551 -1.4329
C 5.5535 -4.4037 0.2192 0.5861
H -0.6685 1.8720 1.9706 0.3726
O 3.3639 5.0224 -4.3638 -0.3347
H -2.7554 0.0040 -2.3779 0.6804
H -3.2076 -4.2660 2.3199 0.0804
C 0.0219 -1.1760 -1.4366 -0.8337
H 8.1334 -4.8753 3.3101 0.3463
C -4.0513 -5.4295 3.9308 -0.4332
H 2.0728 -3.6364 -0.1507 0.3805
H 6.6133 -3.1585 2.4475 0.2484
H 6.8952 -6.1160 3.1514 0.3570
H -0.7679 0.6407 -3.3286 0.4124
C -3.2442 -4.2589 3.4120 0.7678
H 5.8610 6.7634 -1.5995 0.3726
O -0.8707 -6.5478 4.3010 -0.5446
C -5.6155 4.3397 -0.7138 -1.4126
F -4.8917 -1.4737 1.1911 -0.3276
H -3.1661 1.0163 -1.0807 0.1375
H -3.5619 -2.8468 4.9965 0.4101
H 0.5000 1.6495 -2.6283 0.3073
F -5.3370 0.2373 -0.1185 -0.3196
O -3.0906 -6.4944 3.9366 -0.3473
H 6.7125 -4.8316 4.3629 0.3730
O -1.4369 2.3754 1.6820 -0.5135
H 1.0440 -3.9322 -1.5403 0.3811
C 1.5405 -3.1670 -0.9627 -1.4001
C 4.1331 6.0081 -3.6712 -0.4807
H 4.3155 -3.6524 3.0027 0.3332
H 2.2790 -2.6575 -1.5675 0.3726
C -4.3121 -0.4529 0.4748 0.7590
H -2.7517 -2.8193 -0.2463 0.3130
I 0.5028 4.0716 -0.2858 -0.2024
O 2.4486 3.0711 -3.7134 -0.4899
H 5.8207 4.7577 -3.1723 0.2338
H 5.8749 5.2036 -0.7628 0.3450
H 0.8998 -0.8659 -1.9881 0.7121
H -4.0904 3.7449 -3.3471 0.3998
H -4.3992 -5.2681 4.9543 0.2858
O -1.9268 -4.6011 3.8956 -0.3406
C -3.3549 -1.0000 -0.5670 -0.4514
O 5.5474 -4.4832 -0.9606 -0.5194
C -3.7249 4.1524 -2.4067 0.2085
H -3.0819 -2.1193 3.4653 0.2737
C -2.6192 0.1021 -1.3121 -1.1885
H 4.3796 6.1251 -0.8536 0.3178
C 6.3291 -4.2093 2.3458 0.5057
H -1.0135 -0.0517 0.5151 -0.1206
H -5.3199 5.6114 -2.4297 0.2589
P -0.7769 0.4881 -0.8165 0.5794
H -5.0159 3.9095 0.0884 0.2973
C 4.9265 5.1682 -2.6930 0.4866
C 3.1974 3.9618 -3.5257 0.5899
H -4.0032 -1.5125 -1.2737 0.2624
H -6.1714 3.5415 -1.2064 0.3666

=====

# 2
109
Properties=species:S:1:pos:R:3:mulliken_charge:R:1 method="wB97M-V/def2-TZVPD" relative_energy_kj_mol=19.0 charge=+1 orbital_gap_ev=6.64 multiplicity=1 e_lumo_ev=-4.56
H 1.6358 -6.9449 -1.4033 0.5007
H -7.2992 0.1564 -2.2356 0.4441
H -2.6526 -6.1197 1.0612 0.4221
H 0.1501 -5.9908 -1.3356 0.1340
H -0.5238 4.3392 0.2699 0.3099
H -4.0739 -5.8244 0.0503 0.4805
H 1.6822 3.5038 0.2699 0.6162
H 2.9948 -0.6737 -1.1005 -0.1038
C -3.0161 -3.7311 -1.4095 -1.0632
H 5.5024 1.7641 -0.8839 0.5560
C 0.3457 0.3051 -4.2673 -0.8438
H 0.5702 -1.7344 -4.9502 0.4564
C 1.2364 -5.9338 -1.3156 -1.4484
C 3.2441 -5.2275 0.0007 -1.6959
H -2.0836 1.4873 2.1970 0.2530
C -7.1187 -0.0168 -0.1050 -0.4161
H 4.2769 0.0454 -2.0840 0.4324
H -3.6092 0.2643 -5.8392 0.4013
C 3.2347 2.7147 -1.5864 -2.1837
C -4.3764 -0.1047 -0.5457 1.0314
H 4.2328 1.1028 2.1828 0.3107
H -8.1869 0.0179 0.0657 0.4159
H 4.3487 -0.0858 3.4745 0.5180
H -2.7315 -3.8235 2.0442 0.3762
C 0.1309 4.0637 2.9628 -1.8768
H -2.4121 2.9450 3.1443 0.4997
H -2.5884 -1.1761 -4.0694 0.2290
C 1.8159 0.2144 1.1793 1.9118
C 1.2056 -6.0212 1.2116 -1.4760
C -1.2425 3.7864 0.8761 -1.3619
O 1.3118 -3.8896 0.0159 0.1910
C -1.6279 2.2601 2.8204 -1.8527
N -0.9770 0.0967 -3.6804 0.2726
H 2.5798 0.4136 -2.4069 0.1391
C 3.6529 0.4384 2.8177 -1.7272
H 4.3741 -2.0682 1.9022 0.6991
C -0.5673 3.0397 2.0410 2.1011
H 3.6096 -4.6635 -0.8581 0.3318
H -6.6373 -0.2047 1.9782 0.4269
C -1.9951 -0.4378 -4.5982 -0.4179
C 0.5045 2.1413 1.5242 -0.8342
O -0.1859 -2.3213 1.3347 -0.8225
Pt 0.0278 -0.5175 0.2838 2.2482
H 2.2353 2.7824 -2.0167 0.3662
H 3.6651 -6.2322 -0.0379 0.4871
C -6.2485 -0.1424 0.9704 -1.1831
H -3.3887 1.1904 -4.3452 0.2267
H -1.2124 1.7921 3.7148 0.3435
C -2.5964 -4.2774 -0.0578 1.5126
H 2.0928 -0.8561 -4.7846 0.4243
H 1.6135 -7.0323 1.2433 0.5183
H -2.6488 -2.7179 -1.5583 -0.0488
H 3.5858 -4.7426 0.9155 0.3231
C 3.3882 1.4616 -0.7069 2.7570
H 0.8819 1.0584 -3.6974 0.3660
O -1.1113 -4.3182 -0.0265 0.2438
H 0.2425 0.3470 2.7599 0.5086
H -0.6290 4.7130 3.3991 0.4758
C -2.9887 -5.7330 0.0987 -2.0682
S -0.1122 1.1302 -1.3374 -0.3307
H 4.3293 -1.0241 0.4929 0.1035
H -4.2015 -3.4973 1.1093 0.5442
H -2.6298 -4.3643 -2.2097 0.3264
H -1.4630 -0.9477 -5.4015 0.4649
C 1.5813 2.5248 0.7087 -0.7355
H 3.4508 3.6317 -1.0358 0.4558
C 1.1096 -1.0094 -4.3392 -0.7977
H 5.1175 0.6711 0.4370 0.4233
C -2.9003 -0.1646 -0.7548 -1.2595
H -1.7743 3.0900 0.2313 0.1058
H 0.8366 4.6827 2.4088 0.3545
H 1.2246 -1.4387 -3.3434 -0.1071
C 3.7070 -1.5339 1.2230 -1.7743
C 2.8159 -0.5974 2.0407 3.3592
O -0.1661 -2.1487 -1.0802 -0.7829
H 0.1930 0.7132 -5.2683 0.4276
H 4.8504 2.4124 0.6211 0.3877
N -2.4879 -0.0668 -2.0145 0.2025
H 2.9200 -1.9729 3.6732 0.5298
H -4.1050 -3.7175 -1.4737 0.4838
O -2.1866 -0.3556 0.2585 -1.5844
C -2.8685 0.6750 -5.1534 -1.2493
C -1.2774 0.2625 -2.3957 -0.0196
H -1.9571 4.4979 1.2921 0.5201
H 0.1199 -6.0898 1.1981 0.1442
C 3.3055 0.2283 -1.6210 -1.3929
H 0.6628 3.5689 3.7772 0.3961
C 1.7298 -5.3094 -0.0228 1.8121
H 1.5834 -5.3535 -2.1716 0.3334
H 3.0032 1.0529 3.4463 0.2378
H 1.5815 -0.8581 3.8363 0.3768
P -0.0673 -3.1737 0.0562 0.3227
H 1.5227 -5.4964 2.1138 0.3035
H -4.1930 -0.2908 1.5791 0.4070
H -2.8234 -2.3962 0.9989 -0.1109
C 4.7968 1.5733 -0.0746 -2.1100
C -3.1123 -3.4406 1.0964 -1.1994
C 2.3217 1.4185 0.3662 -0.7134
C 2.1362 -1.4597 3.1141 -1.6588
H 3.0954 -2.2712 0.7005 -0.1423
C 0.6240 0.7282 1.8236 -0.7730
H -2.2708 1.4056 -5.7008 0.3819
H 1.4703 -2.2017 2.6914 0.1763
H -2.5563 -6.3368 -0.6999 0.3862
C -5.2532 0.0196 -1.6197 -0.2391
C -6.6202 0.0617 -1.3986 -0.7842
H 3.9547 2.6508 -2.4028 0.4774
C -4.8813 -0.1885 0.7509 0.0734
H -4.8529 0.0739 -2.6233 0.4086

=====

# 3
21
Properties=species:S:1:pos:R:3:nbo_charge:R:1 method="wB97M-V/def2-TZVPD" relative_energy_kj_mol=874.3 charge=0 orbital_gap_ev=3.01 multiplicity=1 e_lumo_ev=-4.40
H 3.1193 -2.4283 -0.6830 0.4340
C -1.9575 0.9073 0.1493 0.0894
O 2.6504 -1.7547 -0.1839 -1.1509
H 0.7667 0.8234 -0.5435 0.1795
C 0.4797 0.5552 0.5853 -0.4615
H -2.1061 1.7150 0.9035 0.2487
O 3.2014 0.3925 0.9468 -1.0334
H -1.4768 -2.0576 0.4568 0.2220
C -1.7245 1.4328 -1.1543 0.0256
N -0.8047 0.0581 0.6715 -0.2659
O -3.1223 0.0591 0.2320 -0.6799
H 0.2556 -1.6624 -0.0857 0.3004
H 4.0660 0.4465 1.3642 0.4582
H 1.2094 -0.1831 0.8656 0.3186
H 0.6699 1.5140 1.1584 0.2132
H 3.1726 -0.4743 0.4198 0.5106
H -2.3550 1.2795 -2.0433 0.2109
C -0.7848 -1.2629 -0.0321 -0.4820
H -3.3001 -0.3299 -0.6203 0.4705
H -0.9585 2.1695 -1.3313 0.2136
H -1.0008 -1.1997 -1.0756 0.1785

=====

# 4
26
Properties=species:S:1:pos:R:3:nbo_charge:R:1 method="wB97M-V/def2-TZVPD" relative_energy_kj_mol=147.3 charge=0 orbital_gap_ev=9.57 multiplicity=1 e_lumo_ev=0.90 smiles=CCc1c[nH]cn1.CCC
H -1.3808 4.6488 1.1509 0.2149
H 3.9925 -0.4934 -0.1353 0.2148
H -3.3681 1.3031 -0.0655 0.2062
H 1.1868 -3.5201 -1.9199 0.2136
N -0.1760 -1.4333 0.2180 -0.4623
C 2.2798 -1.7362 0.4279 -0.4319
H -1.8640 3.1765 -0.9167 0.2043
H -0.7226 1.9138 -0.2760 0.2171
H -2.3953 1.3908 1.4131 0.2003
C 0.6479 -2.8934 -1.2266 -0.1109
H 1.9993 -0.8441 1.0201 0.2288
C -0.9587 3.6873 1.0265 -0.6298
H -2.2267 -1.8813 -0.0214 0.2105
C -2.6780 1.9239 0.5007 -0.6140
N -0.7146 -2.8590 -1.3053 -0.5208
H 2.6358 -2.5197 1.0953 0.2127
H -1.0570 3.3048 2.0544 0.2050
C 3.4823 -1.4038 -0.4936 -0.6086
C 0.9923 -2.0290 -0.2464 0.0868
C -1.2146 -2.0087 -0.3581 0.1481
H -1.2145 -3.1885 -2.1174 0.4091
H 3.1712 -1.4473 -1.5137 0.2104
H 0.1356 3.6959 1.0101 0.2133
H 4.2043 -2.1831 -0.2557 0.2011
C -1.4091 2.7243 -0.0503 -0.4073
H -3.3479 2.6716 0.9850 0.1887

=====

# 5
13
Properties=species:S:1:pos:R:3:nbo_charge:R:1 method="wB97M-V/def2-TZVPD" relative_energy_kj_mol=470.1 charge=0 orbital_gap_ev="6.79 / 9.53" multiplicity=1 e_lumo_ev="-1.49 / 0.12"
N 0.1795 1.2419 -0.3380 -0.6256
C 1.4319 -0.7200 -0.9215 -0.3638
C 1.1510 0.2510 0.0290 0.5000
H 1.2516 -0.5591 -1.9809 0.1901
H -0.1067 -1.2412 0.9164 0.2195
H -1.8661 0.7880 -0.5160 0.2199
O 1.3345 0.1251 1.2626 -0.5609
C -1.0588 0.7352 0.2290 -0.3124
H 0.0896 1.3213 -1.3451 0.3612
H -1.4186 1.3587 1.0702 0.2228
H -1.9151 -1.0147 1.2007 0.1802
C -0.9846 -0.6382 0.7706 -0.2379
H 2.0438 -1.5702 -0.6361 0.2067